This record from the OMol25 dataset describes the molecule C5H6. The level of theory is wB97M-V/def2-TZVPD.

Calculated values
Structure (SMILES) ... C#CC1CC1
Orbital gap ... 10.64 eV
Energy relative to the best compared isomer or geometry (same formula, charge and spin) ... 40.08 kcal/mol

The geometry in XYZ format:
```
11
Properties=species:S:1:pos:R:3:forces:R:3
C -0.86717 -2.10803 0.94636 0.060 0.365 -0.239
C -0.74441 -1.09309 0.30932 -0.018 -0.439 0.273
C -0.43111 0.06114 -0.49780 -0.093 -0.128 -0.085
C 0.07930 1.33740 0.12538 0.011 0.162 0.113
C 1.03514 0.41264 -0.55812 0.266 0.018 -0.071
H -0.92325 -3.02700 1.48241 -0.120 0.131 -0.002
H -1.01163 0.16414 -1.40934 0.089 -0.021 0.109
H -0.17321 2.26224 -0.38381 -0.024 -0.160 0.073
H 0.10572 1.41044 1.20728 -0.005 -0.093 -0.150
H 1.46081 0.68890 -1.51577 -0.089 0.049 0.100
H 1.67868 -0.19423 0.07060 -0.077 0.116 -0.121
```
Positions in Å, forces in eV/Å.

natural (NBO) population analysis, charges in e, atoms 1 to 4: C -0.250; C -0.005; C -0.319; C -0.395

---

This record from the OMol25 dataset describes the molecule C4H9NO. The level of theory is wB97M-V/def2-TZVPD.

Calculated values
Structure (SMILES) ... CNCCC=O
Orbital gap ... 10.31 eV
Energy relative to the best compared isomer or geometry (same formula, charge and spin) ... 41.19 kcal/mol

The geometry in XYZ format:
```
15
Properties=species:S:1:pos:R:3:forces:R:3
C 1.42172 -1.56261 -1.11504 -0.335 -0.095 0.844
N 1.14143 -0.52561 -0.09975 -0.180 -0.614 0.129
C -0.24360 -0.05713 -0.15763 -0.221 -0.400 0.033
C -0.46176 0.96407 0.95420 0.190 0.778 -0.669
C -1.70291 1.80083 0.74330 0.038 -0.180 0.238
O -1.66413 2.91978 0.30124 -0.031 -0.107 -0.021
H 2.04224 -1.13709 -1.89252 -0.049 -0.230 -0.366
H 1.89890 -2.42853 -0.64521 0.458 0.331 -0.107
H 0.48898 -1.99894 -1.47078 -0.125 0.185 -0.606
H 1.20857 -1.00716 0.79135 0.223 0.294 0.119
H -0.45875 0.39771 -1.13127 0.229 0.015 0.101
H -0.92875 -0.91651 -0.05517 -0.136 0.185 -0.044
H 0.33999 1.68777 0.82159 0.275 -0.027 0.353
H -0.40890 0.51210 1.94598 -0.156 -0.022 -0.012
H -2.67302 1.35131 1.00972 -0.180 -0.113 0.008
```
Positions in Å, forces in eV/Å.

natural (NBO) population analysis, charges in e, atoms 1 to 4: C -0.421; N -0.609; C -0.206; C -0.526

---

This record from the OMol25 dataset describes C50H67CuN4Si2 as an isolated structure. The level of theory is wB97M-V/def2-TZVPD.

Calculated values
Charge ... -1
2S+1 ... 2
Orbital gap (alpha / beta) ... 5.18 / 7.00 eV
⟨S²⟩ ... 0.757

The geometry in XYZ format:
```
124
Properties=species:S:1:pos:R:3:forces:R:3
Cu 0.66252 0.19254 -0.03538 0.417 -0.028 0.069
C 0.14949 -0.58435 1.75768 0.173 -0.125 -0.029
Si -1.04923 0.19322 2.87916 -0.091 0.162 0.058
C -0.99701 2.10059 2.93199 -0.077 0.086 -0.063
N -0.84014 2.76286 1.64384 0.223 -0.055 0.013
C -0.41636 4.15090 1.73721 -0.167 0.059 0.040
C -1.56194 5.13917 1.97753 0.008 -0.010 0.000
C -2.69192 4.92116 0.94529 0.007 -0.001 -0.017
C -2.34871 3.79531 -0.03187 -0.030 -0.016 0.036
C -1.97886 2.54167 0.74730 -0.016 -0.010 -0.015
C -0.73180 -0.29498 4.69387 0.049 0.041 0.058
C -1.31992 0.38898 5.76235 -0.011 -0.039 0.007
C -1.10032 0.00963 7.07970 0.002 -0.003 -0.015
C -0.28362 -1.07803 7.36119 0.007 0.001 -0.021
C 0.30925 -1.77560 6.31840 -0.012 0.024 -0.019
C 0.08823 -1.38278 5.00308 -0.024 0.050 0.047
C -2.84477 -0.38009 2.65143 -0.038 -0.007 -0.074
C -3.09750 -1.72593 2.36996 -0.034 0.011 -0.016
C -4.39242 -2.22329 2.30846 -0.004 0.018 -0.021
C -5.47506 -1.38070 2.51912 0.019 0.007 -0.011
C -5.25103 -0.04119 2.80243 0.017 -0.002 0.004
C -3.95155 0.44473 2.87178 0.005 -0.096 0.057
H -0.13863 -1.63295 1.60128 -0.031 0.000 -0.038
H 1.08088 -0.61178 2.33532 0.003 -0.069 -0.011
H -0.13285 2.34963 3.55746 -0.007 -0.026 -0.014
H -1.88057 2.49049 3.47705 0.023 -0.024 0.079
H 0.09821 4.43199 0.81430 0.021 -0.006 -0.044
H 0.32342 4.22330 2.53642 0.016 0.001 -0.021
H -1.16630 6.15688 1.91492 -0.020 0.003 0.027
H -1.94562 5.01526 2.99344 0.000 -0.012 -0.003
H -2.90684 5.84493 0.40322 0.007 -0.001 -0.006
H -3.61428 4.64376 1.46482 -0.011 0.019 -0.007
H -1.53514 4.08139 -0.69969 0.046 0.012 -0.037
H -3.21101 3.57283 -0.66463 0.015 -0.002 -0.022
H -1.76222 1.70731 0.07054 0.018 -0.014 -0.015
H -2.86450 2.25552 1.33182 0.027 0.014 -0.019
H -1.97128 1.23455 5.56335 -0.001 0.000 0.006
H -1.56752 0.55969 7.88836 0.000 0.005 0.001
H -0.10907 -1.37746 8.38766 -0.003 -0.004 0.004
H 0.94895 -2.62455 6.52940 0.005 -0.002 -0.001
H 0.56495 -1.92689 4.19495 0.001 -0.012 0.006
H -2.26568 -2.40288 2.20313 0.002 -0.013 -0.040
H -4.55736 -3.27161 2.09584 0.014 -0.051 -0.035
H -6.48604 -1.76640 2.46323 -0.002 -0.001 0.012
H -6.08874 0.62440 2.97545 0.003 0.009 -0.002
H -3.80229 1.48930 3.11792 -0.020 0.004 -0.004
C -1.24565 -4.87902 -5.16704 -0.018 0.024 -0.026
C -2.07999 -3.63556 -5.29946 0.029 -0.005 -0.004
C -3.09256 -3.54262 -6.24292 -0.027 -0.003 0.001
C -3.86784 -2.39768 -6.37222 0.034 -0.012 0.018
C -3.63716 -1.32931 -5.52096 -0.003 -0.012 -0.001
C -2.64023 -1.40075 -4.55928 -0.019 0.006 0.014
C -1.84283 -2.53965 -4.45521 -0.030 -0.013 0.054
N -0.81348 -2.65744 -3.50787 0.101 -0.062 -0.149
C -0.35503 -1.61597 -2.67479 -0.096 0.089 -0.083
N 0.00176 -0.52418 -3.39251 0.178 -0.015 0.031
C 0.33323 0.81728 -3.03694 -0.037 -0.012 -0.056
C 0.63343 1.21730 -1.73010 -0.250 0.046 -0.065
C 0.90217 2.58983 -1.60424 -0.146 0.108 -0.006
C 0.90118 3.49119 -2.65594 -0.051 -0.034 0.035
C 0.63292 3.03067 -3.93613 0.017 -0.006 -0.014
C 0.34668 1.69158 -4.14472 -0.002 0.003 -0.005
C 0.05507 1.21105 -5.54639 -0.001 0.024 0.003
N -0.23653 -1.75843 -1.40793 -0.045 -0.069 0.191
C -0.82691 -2.90744 -0.83871 -0.031 0.062 -0.019
C -2.19566 -3.14971 -0.96964 -0.100 0.012 0.096
C -2.77510 -4.28983 -0.43492 -0.018 0.073 0.043
C -1.99773 -5.18961 0.27859 0.047 0.013 0.014
C -0.64094 -4.93823 0.43379 -0.045 -0.026 -0.005
C -0.03584 -3.81812 -0.12583 -0.071 0.041 0.004
C 1.43149 -3.57260 0.00298 0.150 0.010 0.033
H -1.49164 -5.59232 -5.95247 -0.001 -0.003 0.002
H -1.40894 -5.37631 -4.20601 -0.007 0.000 0.006
H -0.18098 -4.64385 -5.22982 0.004 -0.001 0.004
H -3.27276 -4.38970 -6.89537 0.006 -0.003 -0.003
H -4.64512 -2.34663 -7.12303 -0.006 -0.002 -0.002
H -4.24284 -0.43469 -5.59022 0.001 0.005 0.006
H -2.48599 -0.57446 -3.87793 0.011 0.019 -0.010
H -0.77197 -3.55626 -3.05019 -0.018 0.029 -0.034
H -0.05509 -0.68724 -4.38208 0.058 -0.025 0.002
H 1.14822 2.96367 -0.62145 -0.018 0.036 0.087
H 1.12617 4.53858 -2.48553 0.006 0.001 0.005
H 0.64484 3.70793 -4.78358 0.001 -0.001 -0.002
H 0.13543 2.04012 -6.24877 -0.007 -0.004 0.001
H -0.95214 0.79445 -5.64314 -0.002 -0.005 -0.008
H 0.76118 0.44142 -5.87791 0.013 0.006 0.000
H -2.80508 -2.42075 -1.49198 -0.002 -0.014 -0.010
H -3.83648 -4.46214 -0.56061 -0.026 0.021 0.014
H -2.44353 -6.07164 0.72065 0.003 -0.010 -0.004
H -0.02759 -5.63307 0.99679 0.013 0.007 0.002
H 1.87280 -4.21918 0.76191 0.018 -0.001 -0.011
H 1.61221 -2.53235 0.26814 0.071 0.092 0.040
H 1.94294 -3.75078 -0.94615 0.039 0.009 -0.017
C 3.79465 -1.05597 1.39835 -0.046 0.007 0.018
Si 3.16489 0.47807 0.43559 -0.374 -0.203 -0.014
C 4.29166 0.47628 -1.14804 0.001 0.041 -0.030
C 4.23829 1.80058 -1.91447 -0.014 0.002 0.001
C 3.73351 -0.62402 -2.06210 -0.023 0.061 -0.041
C 5.75890 0.14503 -0.85079 -0.003 0.003 -0.043
C 3.59055 1.91576 1.67429 -0.042 0.041 -0.015
C 3.12600 3.29139 1.19527 0.007 0.012 0.025
C 2.81087 1.59192 2.95694 0.032 0.017 -0.001
C 5.08146 2.01915 2.00822 -0.011 0.009 0.005
H 4.70952 -0.85130 1.96297 -0.005 -0.008 -0.008
H 4.01565 -1.87762 0.71685 -0.024 -0.096 -0.082
H 3.04169 -1.41417 2.10225 0.005 -0.021 0.020
H 3.21293 2.11571 -2.11792 0.127 -0.047 -0.013
H 4.75399 1.69525 -2.87916 0.020 0.006 0.006
H 4.73878 2.60244 -1.36463 -0.006 0.004 0.011
H 2.67148 -0.47111 -2.27050 0.044 0.003 -0.003
H 3.84862 -1.61315 -1.61520 -0.016 -0.087 0.051
H 4.27698 -0.62603 -3.01712 0.004 -0.022 0.006
H 6.25883 0.95020 -0.31028 -0.007 -0.014 0.008
H 6.30464 -0.00491 -1.79328 0.004 0.011 0.007
H 5.86295 -0.76832 -0.26200 0.009 -0.017 -0.010
H 2.04513 3.31744 1.07770 -0.051 -0.042 0.006
H 3.57979 3.58112 0.24527 -0.006 0.004 0.003
H 3.39020 4.05439 1.94127 0.014 0.006 -0.006
H 1.73801 1.52892 2.75441 0.099 0.025 -0.008
H 2.97595 2.37740 3.70715 -0.014 0.005 0.005
H 3.12241 0.64208 3.39792 0.006 0.009 0.027
H 5.65507 2.39996 1.16022 -0.005 0.000 0.000
H 5.51549 1.06351 2.30710 0.012 -0.003 0.004
H 5.22524 2.72190 2.84082 0.010 -0.002 -0.003
```
Positions in Å, forces in eV/Å.

Löwdin population analysis, charges in e, atoms 1 to 4: Cu 0.299; C -0.313; Si 0.606; C -0.247

---

This record from the OMol25 dataset describes the molecule C5H7N. The level of theory is wB97M-V/def2-TZVPD.

Calculated values
Structure (SMILES) ... C1[C@@H]2[C@H]1[C@@H]1N[C@H]21
Orbital gap ... 9.99 eV
Energy relative to the best compared isomer or geometry (same formula, charge and spin) ... 83.56 kcal/mol

The geometry in XYZ format:
```
13
Properties=species:S:1:pos:R:3:forces:R:3
C 1.17831 -0.42707 0.61961 0.116 0.117 0.020
C 0.64194 0.76827 -0.18160 0.254 0.157 0.156
C 0.47756 -0.63876 -0.67267 0.022 -0.196 -0.207
C -1.06905 -0.46380 -0.50442 -0.192 -0.149 -0.260
N -1.48989 0.01463 0.80565 0.018 -0.094 0.202
C -0.89677 0.95550 -0.10607 -0.029 0.176 -0.062
H 2.26144 -0.46800 0.65701 -0.083 -0.108 -0.341
H 0.74847 -0.89465 1.50649 0.073 0.571 0.017
H 1.29572 1.51291 -0.62475 0.049 -0.172 0.312
H 0.93273 -1.09376 -1.54342 -0.126 0.065 0.070
H -1.81142 -0.93211 -1.13913 0.084 0.049 0.090
H -0.83082 -0.19504 1.54839 -0.359 -0.198 0.047
H -1.43822 1.86187 -0.36510 0.174 -0.218 -0.045
```
Positions in Å, forces in eV/Å.

natural (NBO) population analysis, charges in e, atoms 1 to 4: C -0.428; C -0.244; C -0.256; C -0.084

---

This record from the OMol25 dataset describes the molecule C4H6OS. The level of theory is wB97M-V/def2-TZVPD.

Calculated values
Structure (SMILES) ... C=C1C[C@@H](O)S1
Orbital gap ... 9.31 eV
Energy relative to the best compared isomer or geometry (same formula, charge and spin) ... 48.84 kcal/mol

The geometry in XYZ format:
```
12
Properties=species:S:1:pos:R:3:forces:R:3
C 0.74380 -0.10632 0.71113 -2.420 -0.477 -2.603
C 1.91855 -0.13709 1.29313 -2.052 0.618 0.814
C 0.19986 0.02395 -0.81298 -0.662 -2.582 0.437
C -1.28277 0.35012 -0.33504 2.318 1.740 0.063
O -2.40817 -0.04819 -1.00503 0.277 -1.792 -0.001
S -0.90797 -0.25433 1.37916 0.078 0.121 -0.241
H 1.88965 -0.03656 2.36419 0.732 -0.336 0.228
H 2.70210 0.06952 0.66199 2.266 0.170 -0.800
H 0.64346 0.76579 -1.50723 -0.111 -0.462 0.555
H 0.11867 -1.03704 -1.35359 0.656 2.084 1.199
H -1.23403 1.45061 -0.35298 -0.892 -0.274 0.394
H -2.38315 -1.04046 -1.04275 -0.188 1.190 -0.044
```
Positions in Å, forces in eV/Å.

natural (NBO) population analysis, charges in e, atoms 1 to 4: C -0.095; C -0.466; C -0.462; C 0.012

---

This record from the OMol25 dataset describes C3H5N2 as an isolated structure. The level of theory is wB97M-V/def2-TZVPD.

Calculated values
Charge ... +1
Orbital gap (alpha / beta) ... 7.25 / 7.22 eV
Energy relative to the best compared isomer or geometry (same formula, charge and spin) ... 188.31 kcal/mol

The geometry in XYZ format:
```
10
Properties=species:S:1:pos:R:3:forces:R:3
C -0.14989 0.84610 1.55090 -0.938 0.901 0.146
C 0.73026 -0.16608 -0.09912 1.172 -3.537 -1.870
C -0.22195 0.72922 -0.52300 -0.386 1.622 0.651
N 0.69379 -0.15058 1.23671 0.744 0.461 1.005
N -0.86905 1.37013 0.48638 1.140 -1.229 1.380
H 1.31562 -0.98636 -0.67104 -1.148 2.007 0.779
H -0.42716 -1.87862 -2.12364 -1.362 1.265 -0.893
H -0.95598 -1.36486 -2.46633 1.328 -1.266 0.846
H 1.34079 -0.60874 1.93136 -1.077 0.692 -0.991
H -1.45642 2.20978 0.67778 0.528 -0.916 -1.054
```
Positions in Å, forces in eV/Å.

natural (NBO) population analysis, charges in e, atoms 1 to 4: C 0.485; C -0.065; C 0.399; N -0.529